Record 1
One molecule with the formula C3H7ClN4, computed with ωB97M-V with the def2-TZVPD basis set.

Structure (XYZ):
```
15
Properties=species:S:1:pos:R:3:forces:R:3
H 0.262520 -0.747132 -2.272760 0.742 -0.377 0.352
N 1.099992 -1.101389 -1.771750 -0.910 0.374 -0.234
C 0.930914 -0.936156 -0.506095 0.050 0.194 0.188
N 1.789638 -1.558959 0.364420 -0.036 0.436 0.657
C -0.110277 -0.088600 0.115324 -0.049 -0.123 -0.086
Cl -0.783287 -0.621402 1.650839 0.075 0.097 -0.172
C -0.527393 1.097381 -0.396045 0.319 -0.069 -0.332
N -1.393667 1.945152 0.251979 -0.798 1.303 -1.711
N -0.076924 1.612297 -1.615088 -0.407 0.263 0.531
H 1.943586 -1.143918 1.293349 -0.100 -0.467 -0.965
H 2.553743 -2.026980 -0.094583 0.101 -0.001 0.171
H -2.067196 2.445532 -0.383123 1.155 -0.818 0.970
H -1.842215 1.568192 1.045188 -0.438 -0.454 0.857
H 0.728038 1.131569 -1.978622 0.255 -0.030 -0.123
H 0.044670 2.621120 -1.559720 0.040 -0.328 -0.104
```
Forces are in eV/Å.

Results
2S+1: 1
ΔE to the lowest compared entry with this formula, charge and spin: 0.0 kcal/mol
SMILES: [H]/N=C(/N)C(Cl)=C(N)N


Record 2
An isolated ion of composition C3H10N3 and charge +1, computed with ωB97M-V with the def2-TZVPD basis set.

Structure (XYZ):
```
16
Properties=species:S:1:pos:R:3:forces:R:3
N -0.518187 -2.084636 0.935239 -0.184 0.442 0.136
C 0.145917 -1.263322 -0.042695 0.548 -0.159 -0.356
C -0.306974 0.210658 0.163889 -0.796 -0.494 1.749
N -0.000061 0.558479 1.619698 0.569 1.026 -1.308
C 0.370028 1.064396 -0.763554 -0.430 -2.481 -2.306
N -0.342173 1.721731 -1.731149 -0.553 1.382 0.826
H -0.049843 -2.977691 1.026457 -0.086 -0.052 -0.082
H -0.467218 -1.615886 1.834998 0.021 -0.223 0.056
H 1.246155 -1.286889 0.021490 -0.030 0.086 0.003
H -0.130140 -1.584124 -1.050977 -0.002 0.011 -0.013
H -1.387526 0.293864 0.073107 -0.012 0.049 -0.272
H -0.636205 1.308097 1.890620 -0.060 -0.091 0.077
H 0.919402 1.005889 1.619060 0.144 -0.316 0.590
H 1.380791 0.756471 -1.080450 0.646 0.973 1.253
H -0.240498 1.223176 -2.623257 0.056 -0.014 -0.030
H 0.016539 2.669793 -1.892473 0.167 -0.138 -0.324
```
Forces are in eV/Å.

Results
2S+1: 1
charge: +1
ΔE to the lowest compared entry with this formula, charge and spin: 114.1 kcal/mol
SMILES: NC[C@@H](N)C=[NH2+]


Record 3
One molecule with the formula C4H12N2O, computed with ωB97M-V with the def2-TZVPD basis set.

Structure (XYZ):
```
19
Properties=species:S:1:pos:R:3:forces:R:3
N 2.370140 0.169372 1.401679 -0.078 -0.937 -1.589
C 1.595997 -0.148441 0.076554 1.982 1.781 1.962
C 0.149471 0.237611 0.195244 -1.028 -0.705 0.063
N -0.199600 1.608453 0.455550 -0.605 1.089 2.679
C -0.638766 -0.274011 -1.099349 1.854 1.383 0.364
C -1.848764 -1.016164 -0.710928 -1.973 -1.812 2.105
O -3.049406 -0.276247 -0.243415 3.311 3.241 -0.837
H 3.334881 -0.155356 1.158545 -1.102 0.306 1.070
H 1.997461 -0.316287 2.264047 0.620 0.354 -1.720
H 1.546319 -1.164736 -0.120245 0.234 -2.374 -0.132
H 2.264465 0.237123 -0.766171 -1.334 0.242 0.998
H -0.288672 -0.310787 1.097693 0.758 0.300 -1.149
H 0.159546 2.242665 -0.223542 0.441 0.565 -0.212
H -0.054129 1.980050 1.476663 0.011 -1.182 -2.935
H -0.915742 0.683747 -1.572136 0.035 -0.507 -0.486
H 0.012379 -0.897491 -1.826944 -1.005 1.014 1.294
H -1.619046 -1.676467 0.201008 -0.090 0.429 -1.545
H -2.172958 -1.620112 -1.541844 -0.293 -0.437 -0.195
H -2.643574 0.697080 -0.222406 -1.738 -2.750 0.265
```
Forces are in eV/Å.

Results
2S+1: 1
ΔE to the lowest compared entry with this formula, charge and spin: 59.6 kcal/mol
SMILES: NC[C@@H](N)CCO


Record 4
One molecule with the formula C5H7N, computed with ωB97M-V with the def2-TZVPD basis set.

Structure (XYZ):
```
13
Properties=species:S:1:pos:R:3:forces:R:3
C -0.733149 -0.867293 0.898831 0.100 -0.166 0.035
C -0.919707 -0.174709 -0.412825 -0.290 0.199 -0.251
C -0.703019 0.620352 0.833186 -0.198 0.302 0.265
C 0.173271 0.830917 -0.339983 -0.355 0.034 -0.308
N 1.537812 0.354415 -0.369614 0.217 -0.963 0.234
C 1.942018 -0.715460 -1.007735 0.376 0.488 -0.321
H -1.628318 -1.304280 1.344460 0.208 0.091 -0.141
H 0.181838 -1.425285 1.091513 -0.067 0.080 -0.047
H -1.783095 -0.182869 -1.058769 0.064 0.035 0.056
H -1.375406 1.331541 1.279917 0.038 0.017 0.108
H 0.045800 1.756698 -0.893187 -0.157 -0.008 0.068
H 2.149161 0.736325 0.338964 0.053 0.111 0.022
H 1.112794 -0.960354 -1.704757 0.009 -0.221 0.278
```
Forces are in eV/Å.

Results
2S+1: 1
ΔE to the lowest compared entry with this formula, charge and spin: 102.9 kcal/mol


Energy: -21707.6295 -7733.3146 -9368.6110 -6784.0501 (eV)
Frontier orbital gap: 8.955 5.612 10.155 9.091 (eV)
Max |F|: 2.29 3.41 4.71 1.01 (eV/Å)